{
  "formula": "C34H67N2O8S2",
  "method": "ωB97M-V/def2-TZVPD",
  "species": ["C", "O", "C", "C", "C", "C", "C", "C", "C", "C", "C", "S", "O", "C", "C", "S", "C", "N", "N", "C", "O", "H", "H", "H", "H", "H", "H", "H", "H", "H", "H", "H", "H", "H", "H", "H", "H", "H", "H", "H", "H", "H", "H", "H", "H", "H", "H", "H", "C", "C", "C", "O", "C", "H", "H", "H", "H", "H", "H", "H", "H", "C", "C", "C", "O", "C", "H", "H", "H", "H", "H", "H", "H", "H", "C", "C", "C", "O", "C", "H", "H", "H", "H", "H", "H", "H", "H", "C", "C", "C", "O", "C", "H", "H", "H", "H", "H", "H", "H", "H", "C", "C", "C", "O", "C", "H", "H", "H", "H", "H", "H", "H", "H"],
  "positions_angstrom": [[-4.91763, -1.18931, 3.94896], [-5.85778, -0.18303, 3.52443], [-5.48653, 0.39337, 2.24326], [-6.74082, 0.24641, 1.23399], [-7.28870, -1.27523, 1.21404], [-7.76439, -1.77504, -0.22884], [-6.58369, -2.12942, -1.25604], [-5.41814, -3.05874, -0.63279], [-4.21631, -3.24839, -1.67204], [-3.14860, -4.37366, -1.27887], [-2.33876, -4.10253, 0.07967], [-2.23413, -2.32602, 0.58692], [-2.37280, -2.36594, 2.28039], [-0.53662, -1.62340, 0.29170], [-0.39333, -0.26182, 1.15674], [-0.14121, 1.17673, -0.03677], [-1.80411, 1.32926, -0.82180], [-2.11716, 0.30955, -1.76321], [-3.39476, 0.55959, -2.21796], [-3.83071, 1.73836, -1.52574], [-2.84576, 2.26147, -0.62788], [-5.08924, -2.16342, 3.37497], [-5.02949, -1.38742, 5.07486], [-3.83555, -0.83851, 3.79823], [-4.60720, -0.21062, 1.80858], [-5.15070, 1.47795, 2.38608], [-7.60090, 0.89194, 1.65565], [-6.51643, 0.66452, 0.19650], [-6.53151, -1.96177, 1.71940], [-8.22513, -1.29636, 1.88766], [-8.36113, -0.89942, -0.69096], [-8.47647, -2.68043, -0.19625], [-7.07845, -2.70618, -2.12699], [-6.16785, -1.16938, -1.74042], [-5.88654, -4.07318, -0.40960], [-5.03074, -2.50892, 0.28819], [-3.67279, -2.26873, -1.94371], [-4.69867, -3.59794, -2.66275], [-3.67260, -5.39904, -1.20582], [-2.37951, -4.47676, -2.12899], [-1.26635, -4.52195, 0.02894], [-2.86059, -4.71938, 0.90478], [-3.15531, -2.90544, 2.54179], [0.29315, -2.33612, 0.61274], [-0.40838, -1.44412, -0.83828], [-1.43970, -0.07075, 1.60681], [0.40167, -0.30736, 1.96595], [-4.88208, 2.10651, -1.73178], [-3.68683, -8.89874, 2.28433], [-3.39168, -8.73068, 3.75858], [-3.21678, -7.22962, 3.87676], [-4.05642, -6.63323, 2.87598], [-4.51220, -7.66298, 1.98506], [-4.20764, -9.82655, 2.04350], [-2.75270, -8.87202, 1.71336], [-4.25520, -9.05371, 4.34858], [-2.51826, -9.28902, 4.09851], [-2.18325, -6.93209, 3.66833], [-3.49585, -6.85134, 4.86268], [-5.57392, -7.83622, 2.18905], [-4.40650, -7.32757, 0.95026], [0.06407, 3.75846, -3.51580], [0.71864, 4.31764, -4.75934], [1.95988, 4.97748, -4.19191], [2.33414, 4.22574, -3.02765], [1.26429, 3.33464, -2.69168], [-0.62794, 2.93734, -3.71434], [-0.48486, 4.55135, -2.99655], [1.00319, 3.49925, -5.42870], [0.08523, 5.00942, -5.31675], [1.75461, 6.00564, -3.87554], [2.78947, 4.99104, -4.90216], [1.58248, 2.31770, -2.94806], [1.07241, 3.37940, -1.61647], [5.66220, 6.82634, -1.49926], [4.32802, 6.15985, -1.24654], [3.38682, 7.34699, -1.19295], [3.93589, 8.35080, -2.05649], [5.27265, 7.97154, -2.41334], [6.40784, 6.16386, -1.94045], [6.06542, 7.21773, -0.56040], [4.06901, 5.51650, -2.09204], [4.30376, 5.55534, -0.33782], [3.33301, 7.76691, -0.18246], [2.37455, 7.09499, -1.51972], [5.26225, 7.65593, -3.46265], [5.93778, 8.83247, -2.31538], [10.19471, 6.79950, 0.93947], [9.95132, 5.45708, 1.59238], [8.48050, 5.22853, 1.30382], [8.19468, 5.88290, 0.06018], [9.30768, 6.71852, -0.28719], [11.24178, 6.98654, 0.69600], [9.84791, 7.60150, 1.59934], [10.55330, 4.68873, 1.09628], [10.18456, 5.43756, 2.65826], [7.84872, 5.68286, 2.07477], [8.22803, 4.16825, 1.22699], [9.83191, 6.24686, -1.12543], [8.94582, 7.69762, -0.60930], [4.77928, -3.13665, 0.17129], [4.52773, -4.47723, 0.82527], [3.05586, -4.69769, 0.53743], [2.77257, -4.04245, -0.70755], [3.89210, -3.21297, -1.05543], [5.82723, -2.95632, -0.07221], [4.43737, -2.33180, 0.83082], [5.12484, -5.24924, 0.32981], [4.76093, -4.49729, 1.89098], [2.42672, -4.23877, 1.30918], [2.79748, -5.75642, 0.46171], [4.41335, -3.68823, -1.89275], [3.53648, -2.23193, -1.37840]],
  "e_tot_ha": -2842.93307,
  "homo_energy_ev": -10.231,
  "homo_lumo_gap_ev": 6.679,
  "charge": 1
}